{
  "formula": "C9H10N3",
  "method": "wB97M-V/def2-TZVPD",
  "smiles": "c1ccc(N[n+]2ccc[nH]2)cc1",
  "gap_ha": 0.3349,
  "multiplicity": 1,
  "e_tot_ha": -512.8644,
  "e_above_lowest_ev": 1.649,
  "homo_energy_ev": -12.602,
  "lumo_ha": -0.128,
  "charge": 1,
  "elements": ["C", "C", "C", "C", "N", "N", "C", "C", "C", "N", "C", "C", "H", "H", "H", "H", "H", "H", "H", "H", "H", "H"],
  "xyz": [[-3.2283, 0.0762, 0.3070], [-2.2344, -0.1706, 1.1804], [-0.9689, -0.0567, 0.6783], [-0.8632, 0.0956, -0.6888], [0.6235, 0.1535, -1.2909], [1.6263, 0.0374, -0.4030], [1.9181, 0.9683, 0.5058], [3.0723, 0.6545, 1.2024], [3.4455, -0.5672, 0.6632], [2.5594, -0.9428, -0.2665], [-1.8858, 0.0586, -1.6044], [-3.1590, 0.1620, -1.0574], [-4.3058, 0.1965, 0.6134], [-2.5507, -0.3711, 2.1833], [-0.1203, -0.0464, 1.3161], [0.4982, -0.5765, -1.9393], [1.1649, 1.8653, 0.5398], [3.5162, 1.1707, 2.0800], [4.1557, -1.2852, 0.9674], [2.6936, -1.8092, -0.7311], [-1.8142, 0.0107, -2.7183], [-4.1431, 0.3761, -1.5373]],
  "forces_ev_per_angstrom": [[-4.78, 0.24, -0.22], [-0.12, 0.26, 0.60], [-0.05, 0.04, -0.43], [3.51, -0.45, -0.39], [-4.05, 0.89, 0.28], [1.30, -0.58, 0.98], [-2.03, 2.86, -0.33], [0.23, -0.33, 0.72], [-0.75, 0.57, 0.59], [0.33, 0.80, 0.65], [-0.88, 0.47, -1.63], [-0.04, 0.37, -0.06], [1.37, -0.39, 0.50], [0.60, 0.07, 0.61], [0.56, -0.25, 0.38], [1.21, -1.19, -1.05], [1.92, -1.82, 0.05], [-0.42, -0.43, -1.10], [0.95, -0.34, 0.15], [-0.83, -0.55, -1.09], [0.57, 0.25, 1.12], [1.40, -0.48, -0.31]]
}



{
  "formula": "C36H36N8O4S2W",
  "method": "wB97M-V/def2-TZVPD",
  "gap_ha": [0.2719, 0.2250],
  "multiplicity": 3,
  "e_tot_ha": -2995.9241,
  "e_above_lowest_ev": 0.431,
  "s2": 2.025,
  "homo_energy_ev": [-7.481, -7.653],
  "lumo_ha": [-0.003, -0.056],
  "elements": ["W", "C", "O", "C", "C", "C", "C", "C", "C", "N", "N", "C", "O", "C", "C", "C", "C", "C", "C", "C", "O", "H", "H", "H", "H", "H", "H", "H", "H", "H", "H", "H", "H", "C", "C", "N", "N", "C", "S", "S", "C", "C", "C", "C", "C", "C", "C", "C", "C", "C", "C", "C", "C", "O", "H", "H", "H", "H", "H", "H", "H", "H", "H", "H", "H", "H", "H", "H", "C", "C", "C", "C", "N", "C", "N", "N", "N", "H", "H", "H", "H", "H", "H", "H", "H", "H", "H"],
  "xyz": [[0.2505, 0.0317, -0.0744], [1.6515, 4.2466, 0.8945], [2.1638, 3.7636, 2.1419], [1.3247, 3.0302, 2.9277], [1.2836, 3.3417, 4.2733], [0.4965, 2.6133, 5.1651], [-0.2706, 1.5749, 4.6926], [-0.2311, 1.2273, 3.3346], [-1.0328, 0.1342, 2.8739], [-1.0155, -0.3864, 1.6966], [-1.9055, -1.4592, 1.5798], [-1.4838, -2.2297, 0.6319], [-0.4288, -1.9311, -0.0654], [-2.1700, -3.4957, 0.3109], [-3.2153, -3.9620, 1.1043], [-3.8425, -5.1558, 0.7871], [-3.4249, -5.8893, -0.3171], [-2.3864, -5.4220, -1.1100], [-1.7593, -4.2256, -0.8004], [0.5868, 1.9305, 2.4374], [0.6803, 1.5990, 1.1729], [2.2409, 5.1276, 0.6503], [0.6022, 4.5360, 0.9930], [1.7422, 3.5016, 0.1113], [1.8831, 4.1770, 4.6143], [0.4821, 2.8815, 6.2127], [-0.9071, 1.0036, 5.3585], [-1.7184, -0.3235, 3.5817], [-3.5239, -3.3826, 1.9642], [-4.6538, -5.5193, 1.4047], [-3.9132, -6.8250, -0.5605], [-2.0705, -5.9833, -1.9798], [-0.9530, -3.8437, -1.4145], [-2.0467, 2.2104, 0.0694], [-1.2004, 1.5919, -1.0077], [-1.4411, 0.3231, -1.3615], [-1.3833, 0.0059, -2.6964], [-0.4362, -0.7570, -3.1102], [0.9638, -1.1820, -2.2041], [-0.4955, -1.3545, -4.7627], [-2.2645, -1.1429, -5.1541], [-3.1661, -2.0979, -4.4186], [-3.9136, -1.6814, -3.3204], [-4.7494, -2.5702, -2.6574], [-4.8518, -3.8844, -3.0869], [-4.1100, -4.3087, -4.1810], [-3.2739, -3.4212, -4.8403], [-0.4009, 2.4688, -1.9017], [-0.9405, 3.4651, -2.7046], [-0.1277, 4.1927, -3.5585], [1.2342, 3.9138, -3.6040], [1.7902, 2.9333, -2.8004], [0.9799, 2.2051, -1.9263], [1.5075, 1.3089, -1.0856], [-2.8193, 2.8081, -0.4256], [-1.4616, 2.8708, 0.7062], [-2.5475, 1.4486, 0.6637], [-2.3137, -1.3174, -6.2291], [-2.5331, -0.1064, -4.9623], [-3.8350, -0.6553, -2.9854], [-5.3165, -2.2345, -1.7979], [-5.5013, -4.5771, -2.5675], [-4.1865, -5.3332, -4.5245], [-2.6941, -3.7573, -5.6936], [-2.0079, 3.6549, -2.6743], [-0.5502, 4.9617, -4.1914], [1.8735, 4.4717, -4.2778], [2.8510, 2.7184, -2.8288], [5.1609, 2.1347, 2.2613], [5.4315, 0.8765, 3.0798], [4.4926, 0.7825, 4.2790], [5.3739, -0.3900, 2.2185], [4.0156, -0.7208, 1.7942], [3.2464, -0.1796, 0.8587], [2.0698, -0.7570, 0.9503], [2.1230, -1.6497, 1.9591], [3.2928, -1.6374, 2.4670], [5.3229, 3.0243, 2.8707], [4.1223, 2.1858, 1.9264], [5.8169, 2.1988, 1.3892], [6.4631, 0.9156, 3.4429], [3.4445, 0.7840, 3.9649], [4.6319, 1.6470, 4.9291], [4.6693, -0.1222, 4.8638], [5.7178, -1.2575, 2.7778], [5.9882, -0.2836, 1.3252], [3.5031, 0.5911, 0.1499]],
  "forces_ev_per_angstrom": [[0.65, -0.79, 0.33], [-0.05, 0.04, 0.02], [0.03, -0.03, -0.10], [0.09, 0.10, 0.17], [-0.01, -0.01, -0.07], [-0.02, 0.01, 0.06], [-0.03, -0.04, 0.00], [0.09, 0.14, 0.07], [-0.03, -0.04, -0.02], [0.09, 0.20, -0.04], [-0.14, -0.18, 0.00], [0.13, 0.20, 0.05], [0.02, 0.07, 0.06], [-0.05, -0.06, -0.02], [-0.03, 0.00, -0.01], [0.02, 0.01, 0.00], [0.01, 0.01, -0.01], [-0.03, -0.01, 0.00], [0.02, 0.03, -0.02], [-0.11, -0.13, -0.01], [0.01, -0.08, -0.07], [0.01, 0.01, 0.00], [0.00, 0.00, 0.03], [0.03, -0.03, 0.00], [0.00, -0.01, -0.02], [-0.01, -0.02, -0.01], [0.02, 0.02, 0.00], [-0.02, -0.01, -0.01], [0.01, 0.00, -0.01], [0.00, 0.00, 0.00], [0.00, 0.01, 0.00], [0.00, 0.00, 0.01], [-0.02, 0.00, 0.02], [-0.01, -0.03, 0.02], [-0.21, 0.47, -0.11], [-0.21, -0.07, -0.07], [0.00, 0.02, -0.04], [0.07, 0.10, 0.07], [0.07, -0.06, -0.07], [-0.04, -0.06, -0.01], [0.03, 0.03, 0.13], [-0.04, -0.01, -0.01], [-0.01, 0.02, -0.06], [0.01, -0.02, 0.01], [0.01, 0.01, 0.02], [0.00, 0.00, -0.04], [0.02, -0.01, 0.03], [0.05, -0.01, -0.04], [-0.02, -0.04, 0.04], [0.00, 0.03, -0.03], [0.01, 0.01, -0.01], [0.00, -0.01, 0.05], [-0.01, 0.06, -0.06], [-0.15, -0.01, -0.02], [0.01, 0.02, -0.01], [-0.01, 0.01, 0.01], [-0.01, -0.01, 0.00], [0.03, 0.00, -0.02], [0.00, 0.00, 0.02], [0.01, -0.03, 0.00], [0.00, 0.00, -0.01], [0.01, 0.00, 0.01], [0.00, 0.01, 0.00], [0.00, 0.00, 0.01], [0.02, 0.00, 0.00], [0.00, -0.01, 0.01], [-0.01, -0.01, 0.01], [-0.01, -0.01, 0.00], [-0.01, 0.01, 0.01], [-0.06, -0.04, -0.06], [0.00, 0.02, 0.01], [0.02, 0.03, 0.06], [0.10, -0.01, 0.02], [0.02, -0.05, 0.03], [-0.41, 0.21, -0.22], [0.15, 0.00, -0.04], [-0.09, 0.05, -0.03], [0.01, 0.00, -0.01], [0.00, 0.00, -0.01], [-0.01, 0.00, 0.02], [0.01, -0.01, 0.00], [0.03, 0.00, 0.00], [0.00, -0.02, 0.00], [-0.01, 0.02, -0.01], [0.00, -0.02, 0.00], [-0.01, -0.01, -0.03], [0.00, -0.01, 0.02]]
}



{
  "formula": "C23H24ClN5O4",
  "method": "wB97M-V/def2-TZVPD",
  "smiles": "CCCCn1c(=O)n(CC(=O)Nc2ccc(C)c(Cl)c2)c(=O)c2c1ncn2Cc1ccco1",
  "gap_ha": 0.3329,
  "multiplicity": 1,
  "e_tot_ha": -1925.8822,
  "e_above_lowest_ev": 0.000,
  "homo_energy_ev": -8.515,
  "lumo_ha": 0.020,
  "elements": ["C", "C", "C", "C", "N", "C", "O", "N", "C", "C", "O", "N", "C", "C", "C", "C", "C", "C", "Cl", "C", "C", "O", "C", "C", "N", "C", "N", "C", "C", "C", "C", "C", "O", "H", "H", "H", "H", "H", "H", "H", "H", "H", "H", "H", "H", "H", "H", "H", "H", "H", "H", "H", "H", "H", "H", "H", "H"],
  "xyz": [[-2.1660, -2.0094, 3.1814], [-2.4545, -1.9970, 1.6858], [-2.3395, -3.3933, 1.0770], [-2.7372, -3.4213, -0.3996], [-1.9554, -2.4734, -1.1759], [-2.5296, -1.2936, -1.5884], [-3.6991, -1.0425, -1.3913], [-1.6981, -0.3829, -2.2401], [-2.2715, 0.9021, -2.6087], [-1.5716, 2.0611, -1.8883], [-1.4400, 3.1465, -2.3941], [-1.1617, 1.7196, -0.6329], [-0.3147, 2.4129, 0.2319], [0.1386, 3.7034, -0.0176], [0.9945, 4.3124, 0.8805], [1.4283, 3.6784, 2.0384], [2.3597, 4.3434, 3.0014], [0.9631, 2.3856, 2.2643], [1.4776, 1.5206, 3.6724], [0.1049, 1.7545, 1.3854], [-0.3294, -0.5141, -2.5211], [0.2734, 0.3520, -3.1207], [0.1844, -1.7341, -1.9863], [-0.6186, -2.6676, -1.3467], [0.1215, -3.7191, -0.9303], [1.3518, -3.4274, -1.2937], [1.4573, -2.2535, -1.9405], [2.6537, -1.5417, -2.3346], [2.9861, -0.4985, -1.3154], [2.7391, 0.8416, -1.2829], [3.2393, 1.3023, -0.0405], [3.7413, 0.2079, 0.5905], [3.5927, -0.8904, -0.1694], [-2.2356, -1.0055, 3.5937], [-2.8801, -2.6434, 3.7012], [-1.1656, -2.3915, 3.3733], [-3.4563, -1.6019, 1.5047], [-1.7412, -1.3294, 1.1926], [-2.9942, -4.0806, 1.6145], [-1.3140, -3.7544, 1.1730], [-2.5639, -4.4170, -0.8126], [-3.7841, -3.1389, -0.5243], [-3.3326, 0.8843, -2.3473], [-2.1599, 1.0683, -3.6826], [-1.4263, 0.8011, -0.3033], [-0.1767, 4.2143, -0.9113], [1.3402, 5.3147, 0.6759], [3.2702, 3.7558, 3.1164], [2.6234, 5.3391, 2.6563], [1.8948, 4.4224, 3.9834], [-0.2320, 0.7502, 1.5977], [2.1915, -4.0635, -1.0967], [2.4668, -1.0511, -3.2921], [3.4684, -2.2643, -2.4251], [2.2556, 1.4174, -2.0445], [3.2199, 2.3085, 0.3219], [4.2114, 0.0808, 1.5452]],
  "forces_ev_per_angstrom": [[-0.01, 0.12, -0.22], [-0.03, -0.26, 0.15], [-0.06, 0.30, -0.19], [-0.18, -0.33, 0.36], [-0.15, -0.01, -0.12], [-0.10, -0.20, 0.05], [-0.27, 0.07, 0.08], [-0.07, 0.25, -0.17], [-0.12, 0.27, -0.27], [-0.21, -0.44, -0.05], [0.01, 0.26, -0.17], [-0.12, -0.32, 0.30], [0.23, 0.27, 0.20], [-0.08, 0.03, -0.21], [0.03, -0.21, 0.16], [0.04, -0.02, 0.08], [-0.02, -0.02, 0.01], [-0.19, 0.16, -0.31], [0.06, -0.13, 0.17], [-0.02, 0.11, -0.02], [0.15, -0.42, 0.13], [0.04, 0.12, -0.15], [-0.57, -0.40, 0.34], [1.15, 0.72, -0.54], [-0.57, -0.30, 0.23], [0.06, 0.16, -0.16], [-0.36, -0.39, -0.08], [0.48, 0.42, 0.33], [-0.22, 0.61, -0.59], [0.15, -0.62, -0.17], [0.28, -0.39, 0.36], [-0.10, 0.88, 0.16], [0.03, -0.58, -0.17], [0.02, 0.06, 0.12], [-0.06, -0.07, 0.11], [0.10, -0.04, 0.08], [0.01, 0.08, -0.07], [-0.01, 0.07, -0.06], [0.00, -0.08, 0.04], [-0.04, -0.08, 0.09], [-0.08, 0.06, -0.03], [0.17, -0.11, -0.04], [0.21, 0.01, -0.05], [0.01, 0.06, 0.20], [0.06, 0.15, -0.15], [-0.03, 0.03, -0.02], [0.04, 0.11, -0.01], [0.09, 0.03, 0.07], [0.03, 0.07, -0.01], [0.06, 0.04, 0.09], [-0.01, -0.13, 0.02], [0.29, -0.05, 0.00], [0.10, -0.13, 0.13], [-0.11, 0.05, -0.08], [-0.13, 0.06, -0.21], [0.00, 0.22, 0.17], [0.07, -0.11, 0.12]]
}



{
  "formula": "C15H24I2N7O2PtS",
  "method": "wB97M-V/def2-TZVPD",
  "gap_ha": [0.1347, 0.1348],
  "multiplicity": 1,
  "e_tot_ha": -2231.7366,
  "e_above_lowest_ev": 0.740,
  "homo_energy_ev": [-15.164, -15.164],
  "lumo_ha": [-0.423, -0.422],
  "charge": 3,
  "elements": ["Pt", "C", "C", "N", "C", "C", "N", "C", "C", "N", "H", "H", "H", "H", "H", "H", "H", "H", "H", "H", "H", "H", "H", "H", "H", "S", "C", "N", "C", "C", "C", "N", "H", "H", "H", "H", "C", "N", "C", "C", "C", "O", "N", "C", "O", "H", "H", "H", "H", "H", "I", "I"],
  "xyz": [[0.3979, -0.2266, 0.2033], [-1.3409, 0.9890, 2.4521], [-1.4284, -0.5087, 2.5174], [-1.2297, -1.1255, 1.1912], [-2.3567, -1.1267, 0.2213], [-2.5411, 0.2395, -0.3855], [-1.2209, 0.7495, -0.8429], [-0.9958, 2.2058, -0.7400], [-0.5685, 2.6033, 0.6718], [-0.2613, 1.4150, 1.5174], [-2.2773, 1.4446, 2.1433], [-1.1414, 1.3569, 3.4591], [-0.6380, -0.8965, 3.1598], [-2.3854, -0.8071, 2.9506], [-0.9371, -2.0905, 1.3436], [-2.0957, -1.8382, -0.5653], [-3.2776, -1.4681, 0.6972], [-3.2382, 0.1640, -1.2209], [-2.9726, 0.9487, 0.3154], [-1.0388, 0.4399, -1.7958], [-0.1895, 2.4562, -1.4228], [-1.8796, 2.7611, -1.0555], [0.3342, 3.2018, 0.5730], [-1.3192, 3.2138, 1.1736], [0.5891, 1.5964, 2.0529], [1.9449, -1.6392, 1.2221], [2.8038, -0.6788, 2.3946], [3.9058, -1.2560, 2.9327], [4.6761, -0.6410, 3.8542], [4.3319, 0.6138, 4.2656], [3.1920, 1.1633, 3.6880], [2.4400, 0.5373, 2.7754], [4.1568, -2.1926, 2.6295], [5.5411, -1.1825, 4.2144], [4.9194, 1.1512, 4.9950], [2.8672, 2.1566, 3.9751], [3.7041, 2.7336, -3.1794], [2.9578, 1.5229, -2.7654], [2.9474, 0.4190, -3.5578], [2.2389, -0.7111, -3.2754], [1.4925, -0.6813, -2.0939], [0.7070, -1.5979, -1.5919], [1.5386, 0.4000, -1.3238], [2.2280, 1.5674, -1.5859], [2.1682, 2.5302, -0.8514], [4.6978, 2.4479, -3.5130], [3.7749, 3.4046, -2.3328], [3.1802, 3.2353, -3.9898], [3.5476, 0.4880, -4.4563], [2.2491, -1.5779, -3.9177], [-0.0778, -3.8113, -2.9710], [-0.6999, -5.9095, -4.4347]],
  "forces_ev_per_angstrom": [[-3.67, -0.40, -1.70], [-0.26, 0.12, 0.08], [-0.17, -0.23, 0.42], [1.09, -0.31, -0.01], [-0.17, -0.16, -0.13], [-0.18, 0.07, 0.04], [0.88, -0.54, 0.02], [-0.16, 0.27, -0.21], [0.01, 0.32, -0.02], [1.54, -0.77, -0.48], [0.03, 0.02, -0.09], [0.12, 0.19, -0.08], [0.01, -0.07, -0.03], [0.01, -0.09, -0.03], [-0.23, -0.10, 0.05], [0.01, -0.10, 0.06], [0.04, -0.04, 0.07], [0.07, 0.10, -0.08], [0.06, 0.07, -0.01], [-0.29, 0.12, -0.13], [-0.05, 0.00, -0.05], [-0.08, -0.11, -0.03], [0.06, -0.07, 0.15], [-0.04, -0.12, 0.09], [0.07, -0.04, 0.02], [0.26, 0.42, 0.18], [0.01, 0.10, 0.09], [0.00, -0.10, -0.02], [0.06, -0.13, -0.02], [-0.06, 0.14, -0.02], [-0.02, 0.04, -0.02], [-0.04, -0.03, -0.01], [0.07, -0.01, -0.01], [-0.03, -0.06, -0.01], [-0.01, -0.01, 0.01], [-0.01, 0.01, -0.02], [0.01, 0.01, -0.08], [-0.05, -0.11, -0.17], [0.03, 0.20, 0.14], [-0.13, -0.35, -0.19], [0.41, -0.20, -0.58], [0.05, 1.65, 2.11], [0.71, 0.78, 0.75], [0.27, 0.16, 0.00], [-0.02, -0.17, 0.04], [0.01, -0.06, 0.04], [0.02, -0.03, 0.06], [-0.07, -0.03, 0.00], [0.02, 0.03, 0.01], [0.00, 0.03, -0.04], [-0.13, -0.18, 0.01], [-0.07, -0.20, -0.18]]
}



Q: Which formula does entry 2 have?
A: C36H36N8O4S2W